1.
This record from OMol25 describes a structure of composition C33H70I2NO16P5S2 in a non-equilibrium geometry. The level of theory is ωB97M-V/def2-TZVPD.

```
129
Properties=species:S:1:pos:R:3:forces:R:3:lowdin_charge:R:1
C -0.16963 -6.41951 -1.49260 0.3117 -1.2542 0.0023 -0.2197
C -0.73652 -6.29769 -2.97116 1.0692 -0.1524 -0.2423 -0.4470
P -0.75982 -4.51079 -3.71546 1.0621 -0.5056 0.5252 0.9314
C 0.37145 -3.65448 -2.45956 0.7959 -0.0366 1.0509 -0.3007
C -2.56070 -3.78016 -3.83900 -0.3617 0.5944 0.0015 -0.4344
P -2.75350 -4.40481 -5.67443 1.4332 -2.8230 -2.7460 0.4158
O -1.63913 -3.63894 -6.75079 -2.0320 0.6860 1.8832 -0.2880
O -4.25220 -4.42782 -6.37171 1.3224 1.4004 0.7218 -0.2495
S -2.06284 -6.24423 -5.96928 -0.4408 -0.2201 0.8467 0.3107
C -3.70854 -4.51802 -2.99470 -2.5937 -2.1614 -0.6252 -0.5929
N -4.34427 -5.68040 -3.75840 0.5885 0.8401 -0.0412 0.0005
P -3.38964 -5.28507 -1.29856 2.5837 -0.8727 3.1843 0.9718
C -3.53064 -7.20190 -1.23193 -1.1089 -0.9574 -0.4232 -0.2721
C -4.65571 -4.87053 0.04278 -2.0643 -0.0706 -0.1339 -0.2854
O -4.96741 -3.75505 -2.86128 1.1132 1.6355 0.2804 -0.2628
S -4.97381 -2.27083 -2.23713 -7.5318 5.5448 1.7728 0.7870
O -5.56528 -2.07943 -0.83930 3.6193 -2.3326 -2.3906 -0.3852
O -6.05497 -1.49358 -2.99621 3.8598 -2.3721 -0.3130 -0.3278
C -3.24903 -1.52552 -2.40922 1.2239 -0.2706 0.7628 -0.2986
C -3.26175 0.08091 -2.35908 -0.4596 1.3041 -1.5503 -0.1529
C -4.38255 0.82762 -1.54144 -0.5360 1.8007 1.2926 -0.2515
C -3.95587 1.38613 -0.07421 0.1006 1.4051 -1.6851 -0.6282
I -4.38795 0.03922 1.56768 0.3575 0.5518 -0.4090 0.8173
C -2.50716 -2.03942 -1.09100 1.0687 -1.7996 0.4600 -0.1442
C -1.51500 -1.16317 -0.25191 0.1598 0.4479 1.9218 -0.1754
O -0.09004 -1.23656 -0.65503 0.5559 0.8375 1.5418 -0.0889
C 0.73526 -0.64018 0.31355 1.1025 1.6018 1.5486 -0.4238
C 2.32690 -0.88078 0.15928 -1.3252 0.0584 -0.9543 0.0118
O 0.36930 0.08823 1.25581 0.0156 -2.3628 -2.9328 0.0472
C -2.63208 -2.13005 -3.83094 -1.9253 0.9006 -0.1336 -0.2985
C -1.34101 -1.28298 -4.06121 1.5241 1.6840 0.4780 -0.1155
C -0.15983 -1.60039 -5.04958 2.0066 1.3262 -2.9749 -0.2235
O 0.15757 -0.85488 -6.02321 -1.7989 -2.1428 3.5227 -0.0089
C -3.73399 -1.66516 -4.94910 -1.2168 1.1235 0.4214 -0.2353
C -3.24788 -1.08114 -6.33252 -1.1971 -0.6192 -1.8288 -0.6470
C -4.23993 -1.53593 -7.55210 0.1948 0.6094 -0.3072 -0.1715
I -3.42486 1.14417 -6.37403 0.3976 -0.5337 0.3553 0.8213
H 0.97686 -6.32167 -1.54148 -1.8113 0.0890 0.2880 0.0779
H -0.63516 -5.73775 -0.71450 0.6317 -0.7824 -1.1767 0.0362
H -0.35003 -7.50614 -1.14471 0.2642 1.6146 -0.4609 0.0785
H -1.67851 -6.87491 -3.21430 1.0850 0.8801 0.5136 0.0129
H 0.06927 -6.79733 -3.63710 -1.3926 0.8041 0.8018 0.0860
H 1.36878 -4.23606 -2.53430 -1.6094 0.7173 -0.1151 0.0717
H 0.07158 -3.71906 -1.36922 0.2623 0.0896 -1.3185 0.0350
H 0.63955 -2.57780 -2.67010 -0.5613 -1.3350 0.0686 0.0248
H -0.73249 -3.96474 -6.53012 -1.0613 -0.0541 0.0758 0.0412
H -4.62953 -5.33382 -6.32472 0.7340 0.5247 0.2262 0.0740
H -3.71796 -6.48145 -3.82952 0.0426 0.2579 -0.1014 0.0138
H -5.17432 -5.97532 -3.22755 0.4867 0.3034 -0.2390 0.0935
H -3.86826 -7.56036 -0.18944 0.5582 1.0296 -1.4936 0.0576
H -2.54964 -7.73249 -1.43077 -1.1826 0.8827 0.0382 0.0175
H -4.33057 -7.60937 -1.94961 1.2092 0.3950 0.9775 0.0472
H -5.64930 -4.64916 -0.50143 1.3791 0.1009 1.2672 0.0521
H -4.35476 -4.03105 0.75165 -0.4122 -0.8823 -1.3841 0.0430
H -4.91213 -5.75842 0.73277 0.8469 1.0443 -1.3788 0.0566
H -3.33286 0.54864 -3.41820 -0.2312 -1.2898 1.4913 0.0622
H -2.24542 0.54586 -2.06439 -1.4328 -1.3758 -0.0416 0.1357
H -4.62529 1.81638 -2.09512 0.5532 -1.6206 0.6076 0.1297
H -5.39410 0.34741 -1.40360 1.3629 0.0258 -0.5276 0.0883
H -4.56682 2.34369 0.11638 0.8168 -1.6877 -0.1021 0.0580
H -2.86200 1.74996 -0.12085 -1.5559 -0.8728 0.5041 0.0482
H -3.21160 -2.49494 -0.29539 0.7086 1.2008 -1.4865 0.0846
H -1.90945 -2.96061 -1.39221 -0.6053 1.0754 0.3384 0.0696
H -1.72310 -0.05927 -0.12493 -0.1949 -1.4482 -0.3331 0.0825
H -1.48818 -1.57625 0.82751 -0.4562 0.5834 -1.7393 0.1361
H 2.60303 -0.62172 -0.92477 -0.2343 -0.5703 1.5842 0.0921
H 2.54297 -1.97455 0.37651 -0.1187 1.4124 -0.3288 0.0879
H 2.86667 -0.17544 0.87166 -0.9274 -1.1065 -0.9318 0.0900
H -1.60630 -0.20793 -4.40010 -0.0073 -1.8711 0.4277 0.1000
H -0.84218 -1.08781 -3.03421 -0.5077 -0.5971 -1.5543 0.1228
H 0.60996 -2.45060 -4.91323 -1.5352 0.8585 0.4290 0.1043
H -4.61131 -2.41608 -5.01560 1.7837 0.8111 -0.3869 0.1133
H -4.35902 -0.75953 -4.59092 1.1763 -1.6528 0.1225 0.0722
H -2.20727 -1.24925 -6.70176 -0.9298 0.0761 0.8990 0.0410
H -3.59034 -2.04845 -8.34342 -1.1243 0.3252 1.2183 0.0877
H -4.70659 -0.63132 -8.08121 0.7629 -1.3308 0.8901 0.0290
H -5.10984 -2.17105 -7.18866 1.3802 0.6003 -0.4961 0.0725
O 0.39996 5.74855 4.96278 -4.1509 1.8049 0.3724 -0.2148
P -0.19554 5.87094 3.55512 7.7196 -3.6079 -4.4127 0.7619
O 0.16328 4.30922 3.10741 -0.8982 0.2740 0.3966 -0.2507
C -0.17818 3.22123 3.95435 0.0152 -0.6399 0.1281 -0.2966
C -1.58307 2.73372 3.66524 -0.0861 -0.0262 -0.1719 -0.0783
O 1.12462 6.64707 2.90675 -0.9431 0.7912 0.2744 -0.2456
C 1.68701 7.74787 3.62163 0.4993 -0.0476 0.1870 -0.2971
C 3.02081 7.33876 4.21633 0.1831 -0.0846 0.0209 -0.0778
O -0.94747 6.08539 2.03777 -2.2804 1.4233 3.2680 -0.2661
C -0.35242 5.58650 0.84014 0.3612 -0.7442 -0.4447 -0.2842
C -1.26075 4.52282 0.24125 -0.3035 0.1690 -0.3417 -0.0692
H -0.07553 3.47272 5.01014 0.0785 0.2212 -0.0562 0.1022
H 0.53400 2.41596 3.74809 0.0046 0.1464 -0.0905 0.1135
H -2.30799 3.54829 3.76190 0.0017 -0.0469 0.1111 0.0795
H -1.86073 1.92948 4.34981 -0.0142 0.0523 -0.0274 0.0797
H -1.65617 2.35197 2.64448 0.0124 -0.0413 0.0696 0.0528
H 1.00386 8.10360 4.39711 0.1060 -0.0872 0.0029 0.1026
H 1.83253 8.56867 2.91402 -0.0812 -0.0992 -0.0566 0.1162
H 2.92933 6.43564 4.82350 -0.1739 0.1290 0.0485 0.0665
H 3.43209 8.13676 4.83853 0.0126 -0.0146 -0.0488 0.0777
H 3.73702 7.11077 3.42220 -0.0517 0.1133 0.0038 0.0722
H 0.64590 5.18349 1.00592 -0.1555 0.1135 0.2380 0.1063
H -0.24931 6.42176 0.14205 -0.0819 0.1462 0.2869 0.1231
H -1.79032 3.96469 1.01109 0.2329 -0.0435 0.1006 0.0509
H -0.69151 3.82683 -0.38050 0.0019 0.0375 0.0539 0.0786
H -2.02393 4.98940 -0.38943 0.0328 -0.0694 0.0473 0.0757
O 7.46558 2.21782 3.18239 -1.4577 -4.1740 0.8796 -0.2189
P 7.10171 2.10296 4.66766 2.1759 8.8792 2.1166 0.7544
O 6.12091 3.44666 4.70832 -0.2568 -1.0568 -0.1135 -0.2389
C 5.11084 3.63585 3.72654 -0.4290 0.3296 -0.2383 -0.2867
C 3.81636 2.96718 4.14370 -0.0971 -0.0037 0.1415 -0.0721
O 8.52246 2.76837 5.21855 -0.1063 -1.1947 0.0833 -0.2451
C 9.75270 2.30872 4.65786 0.2939 0.3396 -0.2831 -0.3013
C 10.33832 3.38622 3.76583 0.0603 0.1839 -0.0689 -0.0792
O 6.71420 1.79503 6.30091 -0.2545 -3.3152 -2.6455 -0.2674
C 6.66652 2.84990 7.26233 -0.3802 0.8674 0.2444 -0.2873
C 5.24385 2.98092 7.78474 -0.0444 -0.2363 0.4060 -0.0640
H 5.42004 3.27843 2.74422 0.2192 -0.0573 0.0835 0.1021
H 4.94878 4.71458 3.63687 0.1266 -0.0723 0.0979 0.1115
H 3.97273 1.90221 4.34318 -0.0204 0.0057 -0.1005 0.0778
H 3.05841 3.07450 3.36424 0.0258 -0.0042 0.0250 0.0728
H 3.42799 3.41643 5.06035 -0.0093 -0.0101 -0.0577 0.0703
H 9.60919 1.37664 4.10528 0.0022 0.1310 -0.0335 0.1013
H 10.43881 2.09640 5.48238 -0.1344 0.0183 0.0542 0.1153
H 9.62116 3.71626 3.01172 -0.0059 -0.2205 0.0235 0.0718
H 11.23691 3.02745 3.25884 -0.0042 0.0212 0.0436 0.0757
H 10.59925 4.26828 4.35658 0.0403 -0.1098 0.0183 0.0762
H 7.01119 3.80040 6.85711 0.0057 -0.2421 -0.1966 0.1064
H 7.33997 2.58802 8.08303 0.0792 -0.2213 -0.2458 0.1220
H 4.50927 2.73595 7.02040 0.1130 0.1794 -0.1300 0.0570
H 5.05427 3.99143 8.15488 0.0242 -0.0568 -0.0447 0.0806
H 5.07986 2.28417 8.61231 -0.0343 0.0610 -0.0744 0.0740
```
Positions in Å, forces in eV/Å.

## Properties
2S+1: 1
Net charge: 0
E_LUMO: -1.93 eV

***

2.
This record from OMol25 describes an isolated molecule of C20H27N3O7. The level of theory is ωB97M-V/def2-TZVPD.

```
57
Properties=species:S:1:pos:R:3:forces:R:3:nbo_charge:R:1
C -3.14894 -3.07297 2.05994 -0.0706 -0.0356 0.2744 -0.2516
O -2.70005 -2.85341 0.74595 0.3167 0.0958 -0.3764 -0.4756
C -1.37459 -2.65870 0.53496 -0.0718 0.0359 -0.1850 0.2949
C -0.40318 -2.64002 1.52297 -0.2736 -0.0643 0.0974 -0.3070
C 0.92880 -2.41411 1.21065 0.2034 0.0368 -0.2796 -0.1837
C 1.30862 -2.21092 -0.10804 -0.4606 -0.0143 0.1588 -0.1931
C 2.68184 -1.86124 -0.52998 0.1350 -0.1725 0.0550 0.6802
O 2.91617 -1.30265 -1.59085 0.0030 -0.1979 -0.2350 -0.6496
N 3.69651 -2.18042 0.32379 0.0470 -0.1691 0.1686 -0.5969
C 4.98686 -1.54229 0.15200 -0.0861 0.3218 -0.1401 -0.3190
C 4.80145 -0.11292 0.65536 0.3017 -0.4645 0.3843 0.7877
O 4.87327 0.21909 1.80794 0.0250 0.0161 -0.0245 -0.5880
O 4.42927 0.68114 -0.34939 -0.0256 0.2821 -0.5689 -0.4988
C 3.96414 1.98424 -0.03869 -0.0104 0.4993 0.4877 -0.1775
C 2.44530 2.13220 -0.18717 0.4539 -0.0934 0.1775 0.6679
O 1.86329 2.98565 0.45625 0.0785 0.2588 0.1738 -0.6196
N 1.86861 1.30209 -1.07817 -0.1316 -0.4168 -0.5029 -0.6701
C 0.49730 1.25392 -1.46477 0.4399 0.2533 0.3065 0.8080
O 0.16766 0.52154 -2.37026 -0.1402 -0.2761 -0.3993 -0.6584
N -0.31419 2.05178 -0.77119 -0.2397 0.4349 0.4009 -0.6417
C -1.74242 2.10653 -1.01540 -0.3337 -0.2183 -0.3879 -0.0453
C -2.46845 0.97617 -0.27604 0.2463 0.0247 0.0474 -0.4083
C -2.38220 1.16121 1.23470 -0.3023 0.0266 -0.1007 -0.4035
C -2.97034 2.51047 1.63672 0.3006 -0.0224 0.1385 -0.3969
C -2.23093 3.64493 0.93364 -0.3149 -0.0038 -0.0818 -0.4016
C -2.28406 3.46875 -0.58329 0.2403 -0.0264 0.0481 -0.4045
C 0.33408 -2.22495 -1.11097 -0.0738 -0.0562 -0.0135 -0.1904
C -0.99644 -2.43957 -0.81361 -0.0405 -0.0666 0.1384 0.2568
O -2.00421 -2.44651 -1.71592 -0.0201 -0.0801 0.4362 -0.4834
C -1.69576 -2.10332 -3.05260 0.0929 0.1338 -0.2840 -0.2687
H -4.22739 -3.20100 1.98331 0.0747 0.0035 0.0534 0.2038
H -2.70762 -3.97724 2.49176 -0.0004 0.0437 -0.0214 0.1772
H -2.93167 -2.21821 2.70936 0.0070 -0.0338 -0.0299 0.1758
H -0.67528 -2.78656 2.55598 -0.0820 -0.0118 0.0749 0.2232
H 1.63971 -2.36806 2.02258 0.0549 0.0215 0.0697 0.2012
H 3.47551 -2.52221 1.24509 -0.0364 -0.0046 -0.1168 0.4026
H 5.22811 -1.53410 -0.91221 0.0616 -0.0637 0.1758 0.2470
H 5.74278 -2.06787 0.73307 -0.0634 0.1211 -0.0258 0.2275
H 4.23794 2.25008 0.98832 -0.1508 -0.0024 -0.2699 0.2416
H 4.44262 2.68023 -0.73497 -0.0645 -0.1132 0.0826 0.2184
H 2.43188 0.58063 -1.53685 -0.1538 0.1369 0.1572 0.4628
H 0.08801 2.63799 -0.04834 0.1647 -0.1289 -0.1589 0.4385
H -1.88628 1.96806 -2.09441 0.0032 0.0646 0.1762 0.2201
H -2.03023 0.02151 -0.56532 -0.0399 -0.0511 -0.0987 0.2242
H -3.51507 0.97332 -0.58558 -0.0863 -0.0413 -0.0472 0.2013
H -1.33818 1.10485 1.55141 0.0547 -0.0552 0.0664 0.2003
H -2.92604 0.35451 1.73022 0.0733 -0.0671 0.0496 0.2054
H -2.90410 2.64081 2.71879 -0.0899 0.0175 0.0211 0.2066
H -4.02695 2.53904 1.35966 -0.0918 0.0165 0.0241 0.1917
H -1.19350 3.66621 1.27388 0.0736 0.0774 0.0828 0.1953
H -2.68082 4.60346 1.20042 0.1084 0.0406 0.0265 0.2116
H -1.71155 4.26009 -1.07109 -0.0500 0.0198 -0.0874 0.2139
H -3.31994 3.54680 -0.91869 -0.0337 0.0091 -0.0357 0.2072
H 0.65724 -2.03006 -2.11981 -0.0365 0.0554 -0.0916 0.2527
H -1.07293 -2.87034 -3.52291 -0.0128 0.0006 0.0160 0.1726
H -1.18949 -1.13627 -3.10617 -0.0461 -0.0741 0.0041 0.2196
H -2.65418 -2.05138 -3.56598 0.0731 -0.0229 -0.0110 0.1957
```
Positions in Å, forces in eV/Å.

## Properties
SMILES: COc1ccc(C(=O)NCC(=O)OCC(=O)NC(=O)NC2CCCCC2)cc1OC
2S+1: 1
Net charge: 0
E_LUMO: 0.64 eV